[1]
{"formula": "C2H6NO2P", "method": "ωB97M-V/def2-TZVPD", "symbols": ["C", "C", "N", "O", "O", "P", "H", "H", "H", "H", "H", "H"], "xyz": [[-0.6625, -0.2895, 1.6328], [0.4212, -0.0264, 0.6958], [1.6415, -0.6275, 0.6650], [-0.1689, 0.6493, -3.1351], [-1.6082, 0.6115, 1.0967], [-0.5165, 1.2536, -0.0163], [-0.9659, -1.3492, 1.6494], [-0.6245, 0.1039, 2.6123], [-0.3663, 1.4673, -2.6746], [-0.9713, 0.1719, -3.1182], [2.1827, -0.3020, -0.0521], [1.6388, -1.6629, 0.6444]], "lowdin_charge": [-0.347, -0.557, 0.070, -0.091, -0.450, 1.000, 0.131, 0.112, -0.036, 0.002, 0.047, 0.119], "homo_lumo_gap_ev": 8.33, "de_lowest_kj_mol": 245.5, "e_tot_ev": -17043.2229}

[2]
{"formula": "H12NO4", "method": "ωB97M-V/def2-TZVPD", "symbols": ["N", "H", "H", "H", "H", "H", "H", "O", "H", "H", "O", "H", "H", "O", "H", "H", "O"], "xyz": [[-0.4191, 1.0486, -0.7125], [-1.3609, 1.5350, -0.2783], [0.3298, 1.0231, 0.0035], [-0.7844, 0.1535, -1.0479], [0.0514, 1.6765, -1.4858], [1.8599, -1.3170, 2.4499], [0.7019, -1.1397, 3.4938], [1.0975, -0.8227, 2.6576], [0.3937, -2.7314, -0.8318], [-0.1450, -2.6435, 0.7564], [-0.1383, -2.1991, -0.0705], [-2.9068, -1.0036, -2.3621], [-3.5450, 0.3015, -1.6804], [-2.5749, -0.1553, -1.8368], [2.6508, 1.9117, 0.6694], [1.8602, 3.0791, -0.1449], [2.0942, 2.1540, -0.0695]], "lowdin_charge": [0.046, 0.056, 0.051, 0.020, 0.082, -0.002, 0.051, -0.076, 0.119, -0.016, -0.145, 0.076, 0.095, -0.281, 0.029, 0.022, -0.127], "homo_lumo_gap_ev": [3.49, 11.57], "de_lowest_kj_mol": 144.4, "multiplicity": 2, "e_tot_ev": -9870.8507, "s2": 0.751}

[3]
{"formula": "C5H5NO", "method": "ωB97M-V/def2-TZVPD", "symbols": ["O", "C", "C", "C", "N", "C", "C", "H", "H", "H", "H", "H"], "xyz": [[0.0887, 0.6212, -2.0104], [-0.0697, 0.4947, -0.6648], [-1.3097, -0.2806, -0.2151], [-0.8119, -1.3266, 0.7210], [0.2576, -1.4703, 1.3135], [0.9920, 0.5940, 0.2492], [1.0770, -0.1743, 1.3348], [1.0293, 0.5299, -2.2194], [0.2179, 1.6230, 0.0026], [-2.0368, 0.3085, 0.3530], [-1.8068, -0.6761, -1.1035], [1.5490, 0.0036, 2.2911]], "lowdin_charge": [0.046, -0.408, -0.101, -0.062, 0.047, -0.093, -0.094, 0.119, 0.209, 0.126, 0.123, 0.089], "homo_lumo_gap_ev": [7.41, 7.37], "de_lowest_kj_mol": 623.6, "e_tot_ev": -8796.9557}

[4]
{"formula": "C6H8N4", "method": "ωB97M-V/def2-TZVPD", "symbols": ["C", "C", "C", "C", "C", "C", "N", "N", "N", "N", "H", "H", "H", "H", "H", "H", "H", "H"], "xyz": [[-0.4130, 0.7878, 2.8851], [-2.6131, 0.0107, 1.9323], [-1.8028, -1.1869, 0.3979], [-1.2176, 0.1669, 1.9891], [1.6120, 0.5827, -3.1515], [1.9883, 0.3527, -0.7654], [0.3314, 1.2566, 3.6497], [-2.9037, -0.8896, 1.0229], [-0.7425, -0.5563, 0.9722], [1.7499, -0.0387, -2.0381], [-3.3713, 0.3388, 2.6299], [-1.8873, -1.7800, -0.5099], [0.3212, -0.5371, 0.6543], [1.6513, 1.6063, -3.0652], [1.6250, -0.0717, -4.0345], [2.2994, 1.3791, -0.4896], [1.9841, -0.4091, 0.0455], [1.3887, -1.0122, -2.1247]], "lowdin_charge": [-0.188, -0.096, -0.184, -0.314, -0.044, -0.081, 0.157, 0.048, 0.099, -0.197, 0.115, 0.122, 0.158, 0.047, 0.080, 0.069, 0.041, 0.167], "homo_lumo_gap_ev": 7.89, "de_lowest_kj_mol": 366.7, "e_tot_ev": -12308.3086}

[5]
{"formula": "C2H2NO3", "method": "ωB97M-V/def2-TZVPD", "symbols": ["C", "C", "N", "O", "O", "O", "H", "H"], "xyz": [[2.2717, -1.0561, 0.7352], [0.8292, -1.1776, 0.2487], [-0.2402, -1.5971, 1.0117], [2.2455, -0.8569, 1.9750], [3.1672, -1.1148, -0.0594], [-0.1607, -0.2948, 0.4846], [0.5520, -1.8432, -1.6894], [-1.0185, -2.1259, 0.7594]], "lowdin_charge": [-0.759, -0.299, 0.031, -0.038, -0.025, -0.038, 0.060, 0.070], "homo_lumo_gap_ev": [8.18, 8.19], "de_lowest_kj_mol": 733.6, "e_tot_ev": -9734.0498, "total_charge": -1}

[6]
{"formula": "C20H27N3O6", "method": "ωB97M-V/def2-TZVPD", "symbols": ["C", "O", "C", "O", "C", "N", "C", "O", "N", "C", "C", "N", "C", "O", "C", "C", "O", "C", "C", "C", "C", "C", "C", "O", "C", "C", "C", "C", "C", "H", "H", "H", "H", "H", "H", "H", "H", "H", "H", "H", "H", "H", "H", "H", "H", "H", "H", "H", "H", "H", "H", "H", "H", "H", "H", "H"], "xyz": [[-5.6962, -1.9121, -1.3205], [-4.5850, -1.2078, -0.7816], [-4.8764, -0.1055, -0.0769], [-5.9945, 0.3074, 0.0757], [-3.6298, 0.5578, 0.4892], [-2.4166, -0.1284, 0.1172], [-1.7598, -0.8834, 1.0512], [-2.0444, -0.8547, 2.2338], [-0.7363, -1.6603, 0.5678], [-0.2116, -1.5229, -0.7784], [1.0449, -2.3702, -0.9375], [2.0529, -1.9685, 0.0266], [3.3344, -1.9220, -0.3882], [3.6659, -2.2915, -1.4990], [4.3912, -1.3958, 0.6050], [5.6143, -0.9150, -0.1873], [5.2745, 0.1607, -1.0298], [4.4127, 1.0646, -0.4817], [4.1725, 2.2507, -1.1665], [3.3257, 3.2040, -0.6355], [2.7174, 2.9916, 0.5917], [2.9335, 1.8089, 1.2732], [3.7678, 0.8377, 0.7364], [3.9282, -0.3461, 1.4252], [1.5634, -1.6818, 1.3645], [0.1631, -2.2642, 1.5286], [-3.6043, 2.0495, 0.0922], [-2.4908, 2.7727, 0.8417], [-3.4391, 2.2146, -1.4173], [-5.2857, -2.7575, -1.8665], [-6.2687, -1.2633, -1.9864], [-6.3505, -2.2550, -0.5173], [-3.6964, 0.4861, 1.5838], [-2.3395, -0.3770, -0.8541], [-0.9528, -1.8665, -1.5103], [0.0344, -0.4728, -0.9922], [1.4732, -2.2327, -1.9331], [0.8043, -3.4320, -0.8170], [4.6783, -2.2093, 1.2817], [6.3927, -0.6056, 0.5240], [5.9897, -1.7056, -0.8377], [4.6692, 2.4000, -2.1116], [3.1482, 4.1206, -1.1765], [2.0676, 3.7413, 1.0157], [2.4690, 1.6190, 2.2286], [1.5070, -0.5999, 1.5267], [2.2393, -2.1072, 2.1097], [0.1767, -3.3518, 1.4047], [-0.2272, -2.0307, 2.5213], [-4.5724, 2.4652, 0.3874], [-2.6296, 2.6810, 1.9156], [-1.5241, 2.3462, 0.5838], [-2.4851, 3.8280, 0.5806], [-4.2178, 1.6755, -1.9527], [-3.5101, 3.2659, -1.6854], [-2.4677, 1.8480, -1.7424]], "lowdin_charge": [-0.039, -0.039, -0.458, 0.129, -0.198, 0.124, -0.507, 0.058, -0.038, -0.126, -0.112, -0.018, -0.390, 0.081, -0.185, -0.107, -0.001, -0.195, 0.003, -0.091, -0.093, -0.011, -0.193, -0.020, -0.100, -0.115, -0.363, -0.062, -0.054, 0.093, 0.098, 0.100, 0.162, 0.120, 0.128, 0.136, 0.129, 0.135, 0.171, 0.144, 0.137, 0.121, 0.102, 0.101, 0.120, 0.122, 0.135, 0.129, 0.126, 0.141, 0.083, 0.074, 0.078, 0.079, 0.082, 0.077], "homo_lumo_gap_ev": 9.02, "de_lowest_kj_mol": 0.0, "e_tot_ev": -37934.5858}

[7]
{"formula": "C36H32ClPSbSm", "method": "ωB97M-V/def2-TZVPD", "symbols": ["Sm", "Cl", "P", "C", "C", "C", "C", "C", "C", "C", "C", "C", "C", "C", "C", "C", "C", "C", "C", "C", "C", "H", "H", "H", "H", "H", "H", "H", "H", "H", "H", "H", "H", "H", "H", "H", "H", "H", "C", "C", "C", "C", "C", "C", "Sb", "C", "C", "C", "C", "C", "C", "C", "C", "C", "C", "C", "C", "H", "H", "H", "H", "H", "H", "H", "H", "H", "H", "H", "H", "H", "H", "H"], "xyz": [[-1.3310, 0.2754, 0.9766], [-2.3492, -0.9338, 2.8716], [-1.3144, 1.2072, -1.5719], [0.0554, 0.6318, -2.4221], [0.6302, 1.5186, -3.3287], [1.6402, 1.0568, -4.1318], [2.1042, -0.2627, -4.0437], [1.5327, -1.1264, -3.1007], [0.5179, -0.6973, -2.2836], [-2.7972, 0.2004, -2.0123], [-4.0005, 0.2951, -1.2709], [-5.1230, -0.3863, -1.7271], [-5.0658, -1.1534, -2.8939], [-3.8633, -1.2375, -3.6142], [-2.7334, -0.5692, -3.1831], [-1.7616, 2.8701, -1.5830], [-1.8481, 3.6970, -0.4405], [-2.2167, 5.0096, -0.6272], [-2.5173, 5.5052, -1.9077], [-2.4553, 4.6386, -3.0052], [-2.0953, 3.3220, -2.8604], [-4.0436, 0.9097, -0.3593], [-6.0539, -0.3181, -1.1600], [-5.9471, -1.6835, -3.2447], [-3.8182, -1.8287, -4.5243], [-1.7903, -0.6336, -3.7255], [0.2705, 2.5403, -3.3792], [2.0994, 1.7396, -4.8551], [2.9063, -0.6114, -4.6925], [1.8977, -2.1561, -3.0115], [0.0801, -1.3510, -1.5262], [-1.6373, 3.2868, 0.5519], [-2.2853, 5.6793, 0.2387], [-2.8071, 6.5467, -2.0409], [-2.7085, 5.0143, -4.0031], [-2.0709, 2.6317, -3.6985], [4.5204, 5.2391, -3.8910], [4.1341, 5.8358, -3.6426], [-1.1892, -4.8184, 2.1859], [-1.4971, -4.0635, 1.0603], [-0.7404, -2.9262, 0.7427], [0.3329, -2.5557, 1.5560], [0.6462, -3.2995, 2.6870], [-0.1134, -4.4344, 3.0013], [1.5017, -0.7580, 1.0222], [1.0017, 0.5291, 2.7393], [0.7010, 1.8770, 2.4609], [0.3636, 2.7331, 3.5232], [0.3073, 2.2454, 4.8275], [0.5966, 0.9000, 5.0840], [0.9476, 0.0384, 4.0411], [3.2898, -1.7207, 1.6118], [3.9297, -1.3441, 2.7955], [5.0400, -2.0706, 3.2477], [5.5087, -3.1668, 2.5168], [4.8639, -3.5381, 1.3263], [3.7545, -2.8152, 0.8705], [-1.7800, -5.6961, 2.4304], [-2.3385, -4.3366, 0.4189], [-1.0358, -2.3412, -0.1486], [1.4802, -3.0264, 3.3363], [0.1298, -5.0268, 3.8830], [0.7457, 2.2662, 1.4284], [0.1353, 3.7775, 3.3094], [0.0362, 2.9083, 5.6443], [0.5517, 0.5181, 6.1035], [1.1602, -1.0086, 4.2526], [3.5608, -0.5084, 3.3868], [5.5277, -1.7795, 4.1780], [6.3642, -3.7339, 2.8769], [5.2227, -4.3982, 0.7635], [3.2398, -3.1284, -0.0397]], "lowdin_charge": [1.131, -0.027, 0.890, -0.428, -0.070, -0.045, -0.023, -0.063, -0.169, -0.355, -0.109, -0.054, -0.029, -0.041, -0.075, -0.403, -0.087, -0.055, -0.015, -0.040, -0.091, 0.099, 0.125, 0.123, 0.122, 0.112, 0.106, 0.127, 0.123, 0.125, 0.046, 0.076, 0.126, 0.126, 0.129, 0.124, 0.000, 0.001, -0.041, -0.072, -0.233, -0.410, -0.114, -0.030, 1.495, -0.475, -0.236, -0.060, -0.031, -0.024, -0.123, -0.407, -0.124, -0.055, -0.049, -0.054, -0.124, 0.121, 0.121, 0.059, 0.103, 0.122, 0.088, 0.120, 0.125, 0.128, 0.103, 0.091, 0.117, 0.117, 0.116, 0.102], "homo_lumo_gap_ev": [6.28, 7.83], "multiplicity": 6, "e_tot_ev": -84087.9015, "s2": 8.819, "total_charge": 2}

[8]
{"formula": "C29H38CrN2O2P3", "method": "ωB97M-V/def2-TZVPD", "symbols": ["Cr", "P", "C", "C", "N", "C", "C", "C", "C", "C", "P", "H", "H", "H", "H", "H", "H", "H", "H", "O", "H", "H", "O", "H", "C", "H", "H", "H", "C", "H", "H", "H", "C", "H", "H", "H", "C", "H", "H", "H", "N", "P", "C", "C", "C", "C", "C", "C", "C", "C", "C", "C", "C", "C", "C", "C", "C", "C", "C", "C", "H", "H", "H", "H", "H", "H", "H", "H", "H", "H", "H", "H", "H", "H", "H"], "xyz": [[0.5791, 1.1496, -0.4476], [-0.3246, 1.0704, -2.6087], [0.6575, 2.2894, -3.5089], [1.2710, 3.2871, -2.5479], [1.4204, 2.9540, -1.2393], [2.0968, 3.7955, -0.4137], [2.4974, 5.0568, -0.8393], [2.2529, 5.4482, -2.1539], [1.6396, 4.5417, -3.0181], [2.3911, 3.3474, 1.0010], [2.4895, 1.5194, 1.1233], [1.4167, 4.7864, -4.0586], [2.9906, 5.7148, -0.1248], [2.5317, 6.4445, -2.5047], [3.3558, 3.7661, 1.3251], [1.5986, 3.7100, 1.6797], [1.4616, 1.7578, -4.0701], [-0.0043, 2.8195, -4.2145], [4.8556, -1.1858, -2.8021], [4.7582, -0.6685, -3.6312], [5.6643, -0.5521, -3.9735], [4.5522, -2.1603, 0.8705], [5.3920, -2.3599, 0.4120], [5.8349, -3.0315, 0.9669], [4.2730, 1.2236, 0.8585], [4.8615, 1.8174, 1.5778], [4.5068, 0.1555, 0.9751], [4.5573, 1.5135, -0.1633], [2.2095, 1.2326, 2.8969], [2.3479, 0.1648, 3.1021], [2.9034, 1.8392, 3.5005], [1.1662, 1.4789, 3.1373], [-1.9647, 1.8312, -2.3712], [-2.3845, 2.1005, -3.3511], [-2.6008, 1.1013, -1.8508], [-1.8881, 2.7220, -1.7307], [-0.5531, -0.2949, -3.7610], [-1.1708, -1.0687, -3.2897], [-1.0436, 0.0906, -4.6705], [0.4238, -0.7345, -4.0101], [-0.8792, 0.3924, 0.2568], [-1.5019, -1.0056, 0.7782], [-1.6385, -2.3043, -0.5342], [-2.8842, -2.7567, -1.0134], [-2.9900, -3.7322, -2.0009], [-1.8382, -4.2142, -2.6245], [-0.5877, -3.7179, -2.2280], [-0.4849, -2.7963, -1.1791], [-0.8208, -1.3318, 2.4586], [-1.5549, -0.9539, 3.5987], [-1.1289, -1.2816, 4.8821], [0.1298, -1.8619, 5.0596], [0.9434, -2.1090, 3.9436], [0.4699, -1.8611, 2.6461], [-3.2475, -1.0367, 1.2659], [-4.1231, 0.0105, 1.0052], [-5.4655, -0.1279, 1.3808], [-5.9135, -1.2882, 2.0145], [-5.0260, -2.3382, 2.2761], [-3.6947, -2.2164, 1.8919], [-3.8129, -2.3716, -0.6010], [-3.9740, -4.0920, -2.3084], [-1.9130, -4.9268, -3.4496], [0.3163, -4.0373, -2.7600], [0.5116, -2.4675, -0.8743], [-2.5127, -0.4485, 3.4931], [-1.7688, -1.0693, 5.7398], [0.5005, -2.0723, 6.0648], [1.9644, -2.4861, 4.0857], [1.1125, -2.0891, 1.7894], [-3.7409, 0.9089, 0.5257], [-6.1659, 0.6795, 1.1791], [-6.9553, -1.3927, 2.3144], [-5.3595, -3.2476, 2.7791], [-2.9886, -3.0301, 2.0731]], "lowdin_charge": [0.293, 0.797, -0.278, -0.299, 0.002, -0.304, -0.011, -0.019, -0.010, -0.283, 0.823, 0.126, 0.125, 0.123, 0.100, 0.113, 0.122, 0.104, 0.039, -0.087, 0.045, 0.025, -0.077, 0.055, -0.241, 0.060, 0.025, 0.056, -0.256, 0.026, 0.059, 0.057, -0.243, 0.054, 0.033, 0.055, -0.233, 0.034, 0.063, 0.060, -0.424, 0.822, -0.257, -0.078, -0.066, -0.072, -0.090, -0.107, -0.276, -0.084, -0.065, -0.075, -0.102, -0.106, -0.376, -0.072, -0.070, -0.072, -0.064, -0.118, 0.100, 0.114, 0.111, 0.111, 0.098, 0.110, 0.113, 0.108, 0.107, 0.099, 0.098, 0.105, 0.108, 0.112, 0.125], "homo_lumo_gap_ev": [6.63, 7.90], "multiplicity": 5, "e_tot_ev": -94048.3256, "s2": 6.029, "total_charge": 1}